Below is C27H58INO13P2S4Si2 as an isolated structure in a non-equilibrium geometry, with properties calculated with ωB97M-V with the def2-TZVPD basis set.

Computed properties:
total energy	-5248.80008	hartree
multiplicity	1
highest occupied orbital energy	-8.103	eV

Last column: Löwdin charge in e.
Geometry (Å):
C 0.26932 -4.50664 -1.92773  -0.16
C -0.87367 -5.02048 -1.03892  -0.54
S -1.83888 -3.64886 -0.37393  0.75
C -0.75222 -3.02474 0.95276  -0.56
Si -1.85253 -2.42307 2.35253  0.21
C -2.91822 -1.00866 1.67999  -0.29
P -2.49086 0.67819 2.12066  0.38
O -3.49521 1.25649 3.02484  -0.28
O -1.02354 0.74618 2.75806  -0.14
O -2.40912 1.54873 0.77004  -0.12
O -1.01184 -2.04971 3.73425  -0.28
Si 0.19336 -3.07213 4.19258  0.47
C 1.79151 -2.58226 3.36587  -0.21
C 1.78408 -1.06012 3.04645  -0.24
C 3.09177 -0.32179 3.42046  -0.17
C 3.69756 0.41174 2.19767  -0.20
C 3.44304 1.92193 2.20471  -0.21
C 2.01294 2.35090 1.84651  -0.19
C 1.40478 1.76936 0.55686  -0.21
C 2.32957 1.68354 -0.64704  -0.15
C 1.74065 0.73327 -1.71910  -0.21
O 0.32558 0.89899 -1.74785  -0.20
C -0.42241 -0.28847 -1.90240  -0.10
O 0.40821 -2.77684 5.86823  -0.05
C 1.15735 -3.65679 6.43947  -0.45
N 1.89515 -4.44923 6.82699  0.16
P -3.24237 -4.14109 2.92779  0.36
O -3.87389 -3.65917 4.36281  -0.47
I -5.15618 -4.04435 1.38847  0.40
H 0.94622 -3.90299 -1.31969  0.06
H -0.17420 -3.82234 -2.65190  0.06
H 0.79808 -5.31201 -2.43435  0.07
H -0.49889 -5.65853 -0.23785  0.07
H -1.52604 -5.63071 -1.66373  0.07
H -0.08934 -3.84990 1.21567  0.04
H -0.20818 -2.18185 0.51939  0.03
H -3.92667 -1.15241 2.07196  0.02
H -2.97695 -1.06984 0.59079  0.05
H -1.05689 1.49331 3.37754  0.10
H -1.47136 1.69930 0.56234  0.05
H -0.14504 -4.49397 4.02847  0.05
H 2.58239 -2.75843 4.09991  0.08
H 1.94953 -3.19497 2.47824  0.08
H 0.96940 -0.57704 3.58625  0.08
H 1.54252 -0.93069 1.99180  0.09
H 2.91677 0.40007 4.21865  0.11
H 3.81927 -1.05628 3.76855  0.10
H 4.78182 0.27432 2.15663  0.11
H 3.31960 -0.07768 1.29836  0.09
H 3.62087 2.27677 3.22419  0.11
H 4.14851 2.45122 1.56038  0.11
H 1.93947 3.43912 1.80172  0.11
H 1.37970 2.00803 2.67107  0.09
H 0.92922 0.80948 0.77282  0.09
H 0.58480 2.44145 0.28298  0.10
H 3.30861 1.27286 -0.39675  0.10
H 2.50368 2.65779 -1.11046  0.11
H 2.04769 -0.28083 -1.43975  0.12
H 2.16008 1.04429 -2.67950  0.09
H -0.89306 -0.33041 -2.88859  0.09
H -1.24617 -0.26338 -1.17798  0.07
H 0.15549 -1.19093 -1.69478  0.06
H -4.56877 -2.99276 4.20781  -0.04
C -8.79482 -0.89961 5.41160  -0.22
C -8.72851 -2.27922 6.08225  -0.21
C -7.36290 -2.88906 5.73983  -0.21
S -6.24575 -1.50091 5.49448  0.67
O -5.82032 -1.49864 4.10980  -0.35
O -5.28657 -1.45541 6.56323  -0.30
C -7.46688 -0.21781 5.72588  -0.22
H -9.63773 -0.31299 5.77328  0.12
H -8.90537 -1.01901 4.33168  0.12
H -8.82009 -2.16395 7.16393  0.12
H -9.53914 -2.92724 5.75298  0.11
H -6.97439 -3.51203 6.54120  0.11
H -7.39686 -3.45758 4.81153  0.10
H -7.24034 0.62079 5.07117  0.11
H -7.41695 0.09423 6.76826  0.11
C -0.18335 5.31097 -4.00504  -0.22
C 0.09761 5.00091 -5.48395  -0.21
C 1.56321 4.55291 -5.59770  -0.21
S 1.97306 3.82003 -4.00663  0.67
O 2.97658 4.63822 -3.36966  -0.31
O 2.08909 2.39217 -4.10045  -0.36
C 0.39802 4.14181 -3.21591  -0.23
H -1.24815 5.43297 -3.81021  0.11
H 0.31975 6.23867 -3.72254  0.12
H -0.55968 4.19531 -5.81759  0.12
H -0.09500 5.86472 -6.11886  0.11
H 1.70915 3.81467 -6.37965  0.08
H 2.23286 5.39507 -5.75734  0.11
H 0.55685 4.36221 -2.16255  0.11
H -0.20952 3.24427 -3.32304  0.10
C 5.76274 0.32555 -7.71714  -0.22
C 6.78023 1.25739 -7.04679  -0.21
C 6.10452 2.62329 -6.87325  -0.21
S 4.33754 2.29701 -6.72902  0.69
O 3.66564 2.87283 -7.87109  -0.32
O 3.88393 2.56934 -5.38701  -0.34
C 4.45168 0.52645 -6.96353  -0.22
H 6.08358 -0.71461 -7.68587  0.11
H 5.63679 0.60851 -8.76449  0.12
H 7.05330 0.85467 -6.06949  0.12
H 7.69495 1.34429 -7.63123  0.11
H 6.43777 3.13681 -5.97505  0.10
H 6.25397 3.26166 -7.74212  0.10
H 3.57831 0.17757 -7.50941  0.11
H 4.48509 0.06781 -5.97569  0.11



Below is a 2-piece molecular cluster, H3PS4 overall, with properties calculated with ωB97M-V with the def2-TZVPD basis set.

Computed properties:
ΔE to the lowest compared entry with this formula, charge and spin	62.5	kcal/mol
total energy	-1935.84023	hartree
multiplicity	1
highest occupied orbital energy (alpha / beta)	-9.005 / -9.036	eV

Last column: Löwdin charge in e.
Geometry (Å):
P 0.42142 -0.60186 -0.22999  -0.27
S 1.49232 0.24616 -1.65547  0.12
S -2.49979 1.29345 -1.20694  0.33
S 1.54239 -2.31015 0.35972  0.29
S 0.70297 0.80242 1.38251  0.30
H -1.70332 2.28328 -0.82741  -0.31
H 0.55360 -2.96667 1.01513  -0.18
H -0.50960 1.25339 1.16244  -0.27